The following is a DFT calculation (the ωB97M-V functional and the def2-TZVPD basis) of a 2-piece molecular cluster, C7H16N overall in a non-equilibrium geometry.

Positions of all 24 atoms, in Å:
C: 3.15608 -0.55256 -0.33754
C: 2.36770 -0.69771 0.63974
C: -1.02723 -1.78199 -0.13417
C: -2.41370 0.27949 0.24909
C: 0.20025 0.65218 -1.32761
C: 0.25259 1.63186 0.87022
C: -1.06436 -0.40596 0.51936
N: 0.03838 0.43776 0.08458
H: 4.19487 -0.88123 -0.30077
H: 2.88700 -0.11585 -1.29367
H: 2.01110 -0.97903 1.59983
H: -0.01865 -2.18705 -0.12167
H: -1.67003 -2.45723 0.41991
H: -1.39222 -1.75192 -1.15573
H: -3.21344 -0.35218 0.61766
H: -2.56438 0.43256 -0.81559
H: -2.47681 1.23423 0.76056
H: 1.16842 1.11829 -1.51810
H: 0.13955 -0.28843 -1.86693
H: -0.55712 1.33546 -1.72030
H: 1.25320 2.02296 0.69056
H: -0.46218 2.41828 0.60645
H: 0.14292 1.41260 1.93082
H: -0.95194 -0.52451 1.60329

Computed properties:
Total charge: +1
HOMO energy (spin up / spin down) in eV: -13.17 / -13.90
Electronic energy in eV: -8998.2896
Orbital gap (spin up / spin down) in eV: 6.939 / 8.456
Energy above the lowest of the compared OMol25 structures with the same formula, charge and spin in kcal per mole: 92.60
LUMO energy (spin up / spin down) in eV: -6.23 / -5.44

The following is a DFT calculation (the ωB97M-V functional and the def2-TZVPD basis) of a 2-piece molecular cluster, C7H16N overall in a non-equilibrium geometry.

Positions of all 24 atoms, in Å:
C: 1.05756 -1.74585 -2.98276
C: 1.03595 -0.28841 -2.34717
C: 0.73726 -0.48209 -0.88932
C: 0.72148 0.46885 1.37269
C: 0.78055 0.58685 -0.02467
C: 0.57485 1.96038 -0.43554
C: 0.85043 1.61454 2.35909
N: -3.94959 -1.73193 2.63671
H: 1.58438 -1.68560 -3.97830
H: 1.45034 -2.61431 -2.44954
H: 0.44842 0.32862 -3.00646
H: 2.08809 0.12460 -2.43598
H: 0.08286 -1.35856 -0.74251
H: -4.10986 -2.10186 3.55016
H: 1.23297 -0.41073 1.68489
H: 1.35354 2.48307 0.12059
H: -0.39887 2.22140 0.05786
H: 0.49877 2.15896 -1.50768
H: 1.52333 2.39183 1.94029
H: -0.10439 2.08245 2.63135
H: 1.30182 1.29856 3.27524
H: -4.30394 -2.47147 1.97655
H: -4.50284 -0.84164 2.47997
H: 0.04688 -1.98768 -3.28546

Computed properties:
Total charge: +1
HOMO energy in eV: -12.42
Electronic energy in eV: -8998.5740
Orbital gap in eV: 5.846
Energy above the lowest of the compared OMol25 structures with the same formula, charge and spin in kcal per mole: 86.04
LUMO energy in eV: -6.57

The following is a DFT calculation (the ωB97M-V functional and the def2-TZVPD basis) of a 2-piece molecular cluster, C7H16N overall.

Positions of all 24 atoms, in Å:
C: 3.71487 0.07754 -0.85302
C: 2.85845 -0.42493 0.25260
C: -3.15019 -0.58829 -0.41927
C: -1.03531 -1.69332 0.40206
C: -1.57002 2.00285 -0.11136
C: 2.04127 0.32785 0.97100
C: -1.75536 -0.45300 0.02740
N: -1.10905 0.65930 0.11388
H: 3.58266 -0.52691 -1.74892
H: 3.49417 1.11739 -1.08104
H: 2.94742 -1.48181 0.47481
H: -3.64456 0.34668 -0.66377
H: -3.17104 -1.23800 -1.29612
H: -3.73016 -1.10496 0.34732
H: 0.01392 -1.65796 0.11247
H: -1.50257 -2.57611 -0.02351
H: -1.06296 -1.80080 1.48884
H: -2.54449 2.02485 -0.59105
H: -1.63619 2.52959 0.84303
H: -0.85253 2.52938 -0.73807
H: 1.97779 1.39625 0.81750
H: 1.50175 -0.06778 1.81855
H: 4.75567 0.00262 -0.55149
H: -0.12354 0.59956 0.40817

Computed properties:
Total charge: +1
HOMO energy in eV: -13.23
Electronic energy in eV: -9001.6882
Orbital gap in eV: 9.411
Energy above the lowest of the compared OMol25 structures with the same formula, charge and spin in kcal per mole: 14.22
LUMO energy in eV: -3.82

The following is a DFT calculation (the ωB97M-V functional and the def2-TZVPD basis) of C7H16N2 as an isolated structure in a non-equilibrium geometry.

Positions of all 25 atoms, in Å:
C: -1.09850 0.22814 0.27452
C: -0.63137 -0.56600 1.84761
C: 0.74321 2.32557 -0.84980
C: 2.34893 0.52570 -1.19872
C: -2.41527 -0.39985 -0.15099
C: -0.25701 -1.96047 1.69197
N: 1.03564 0.90732 -0.72098
C: 0.03046 -0.03786 -0.59662
N: 0.21423 -1.31691 -0.87545
H: -1.20969 1.27402 0.54715
H: 1.03888 -1.53801 -1.41995
H: -1.55491 -0.38774 2.39584
H: 0.17992 0.08227 2.17414
H: 1.11250 2.70396 -1.81108
H: -0.32788 2.52575 -0.83035
H: 2.66604 -0.41375 -0.74708
H: 3.07080 1.28532 -0.89621
H: 2.39009 0.43723 -2.29416
H: 1.22789 2.89328 -0.04998
H: -2.30283 -1.47156 -0.30005
H: -2.77698 0.03032 -1.08721
H: -3.17882 -0.23394 0.61051
H: 0.10727 -1.95123 0.31847
H: 0.65581 -2.26584 2.19313
H: -1.06841 -2.67572 1.77530

Computed properties:
Total charge: 0
HOMO energy in eV: -7.25
Electronic energy in eV: -10496.4216
Orbital gap in eV: 8.027
Energy above the lowest of the compared OMol25 structures with the same formula, charge and spin in kcal per mole: 65.39
LUMO energy in eV: 0.77

The following is a DFT calculation (the ωB97M-V functional and the def2-TZVPD basis) of one molecule with the formula C7H16N2 in a non-equilibrium geometry.

Positions of all 25 atoms, in Å:
C: 2.01661 -0.00855 1.24412
C: 1.38805 -0.66212 0.02032
N: 1.94952 -0.00643 -1.09471
C: -0.18345 -0.66128 -0.13610
N: -0.58738 -1.82216 -1.10255
C: -1.02086 -0.92225 1.10198
C: -1.96648 0.09696 0.55234
C: -1.01460 0.55320 -0.59889
C: -0.42224 1.97262 -0.45418
H: 2.93760 0.52361 1.10460
H: 1.32448 0.77135 1.62088
H: 2.09089 -0.72898 2.14887
H: 1.73532 -1.71152 -0.05676
H: 1.63260 -0.39005 -1.98455
H: 1.63954 1.03119 -1.12957
H: -1.65729 -1.64771 -1.07996
H: -0.23714 -1.94950 -2.00991
H: -1.35769 -1.88329 1.10418
H: -0.65875 -0.61528 2.16849
H: -2.17559 0.85792 1.34256
H: -2.97528 -0.26588 0.18326
H: -1.58461 0.41542 -1.54004
H: -0.00244 2.12997 0.52508
H: 0.35780 2.25938 -1.26622
H: -1.22860 2.66336 -0.66326

Computed properties:
Total charge: 0
HOMO energy in eV: -8.68
Electronic energy in eV: -10496.3157
Orbital gap in eV: 9.667
Structure (SMILES): C[C@H](N)[C@@]1(N)CC[C@H]1C
Energy above the lowest of the compared OMol25 structures with the same formula, charge and spin in kcal per mole: 67.84
LUMO energy in eV: 0.98

The following is a DFT calculation (the ωB97M-V functional and the def2-TZVPD basis) of one molecule with the formula C7H16N2 in a non-equilibrium geometry.

Positions of all 25 atoms, in Å:
C: 0.06243 -1.34789 -0.36602
C: 1.38669 -1.23906 0.41221
C: -0.88210 -0.20387 0.01053
C: -1.99946 -0.51831 -1.05194
C: -1.23344 -0.31192 1.42548
C: 2.56867 0.48839 -0.58096
C: -0.53430 2.25409 0.19776
N: 1.73563 0.13288 0.51760
N: -0.33908 1.03656 -0.47486
H: 0.25671 -1.33690 -1.56920
H: -0.49005 -2.30760 -0.09715
H: 1.19587 -1.70138 1.38955
H: 2.15589 -1.92742 0.05736
H: -1.55587 -0.25208 -1.98649
H: -2.92512 -0.02952 -0.96934
H: -2.12452 -1.52943 -1.00812
H: -1.82276 0.47437 1.81224
H: -0.37988 -0.31135 2.00136
H: -1.69639 -1.33077 1.66313
H: 3.61925 0.21552 -0.38447
H: 2.12169 0.14201 -1.49829
H: 2.65760 1.47793 -0.56979
H: 0.40045 2.79723 0.26785
H: -1.19166 3.04678 -0.41244
H: -0.98623 2.28174 1.21400

Computed properties:
Total charge: 0
HOMO energy (spin up / spin down) in eV: -8.37 / -8.88
Electronic energy in eV: -10493.7676
Orbital gap (spin up / spin down) in eV: 8.655 / 9.346
Energy above the lowest of the compared OMol25 structures with the same formula, charge and spin in kcal per mole: 126.60
LUMO energy (spin up / spin down) in eV: 0.28 / 0.46

The following is a DFT calculation (the ωB97M-V functional and the def2-TZVPD basis) of a 3-piece molecular cluster, C7H16N2 overall in a non-equilibrium geometry.

Positions of all 25 atoms, in Å:
C: -0.65567 -0.06586 0.05841
C: 0.96273 -0.61562 -1.82812
C: -1.41761 1.02966 -0.63672
C: -1.33489 -1.40438 0.17442
C: 1.52747 0.60019 -2.49519
N: -0.97171 0.64106 2.21194
C: 0.63851 0.07197 0.38311
N: -0.79644 -0.17926 3.32058
C: 1.79308 0.22306 0.95997
H: -0.44733 1.50021 2.37624
H: 0.15902 -0.50760 3.47386
H: -1.41200 -0.98175 3.25041
H: 1.67100 -1.38036 -1.52461
H: 0.08274 -1.04498 -2.29581
H: -1.74417 0.70073 -1.62501
H: -0.82182 1.93395 -0.74427
H: -2.30243 1.25613 -0.03862
H: -0.68606 -2.15341 0.62429
H: -2.22273 -1.28043 0.79734
H: -1.65238 -1.75699 -0.80805
H: 2.71686 0.07701 0.41274
H: 1.86841 0.54549 1.99195
H: 2.31982 1.05820 -1.89749
H: 1.96659 0.37348 -3.47831
H: 0.75904 1.35949 -2.66309

Computed properties:
Total charge: 0
HOMO energy (spin up / spin down) in eV: -7.19 / -6.13
Electronic energy in eV: -10492.0896
Orbital gap (spin up / spin down) in eV: 8.122 / 7.032
Energy above the lowest of the compared OMol25 structures with the same formula, charge and spin in kcal per mole: 165.29
LUMO energy (spin up / spin down) in eV: 0.93 / 0.91

The following is a DFT calculation (the ωB97M-V functional and the def2-TZVPD basis) of one molecule with the formula C7H16N2 in a non-equilibrium geometry.

Positions of all 25 atoms, in Å:
C: 1.24749 1.70841 0.28727
C: 0.62514 0.90683 -0.59576
C: 1.38764 -0.05246 -1.48195
C: 2.61305 -0.69526 -0.83301
C: -0.84522 0.81055 -0.60881
C: -1.42375 -0.15511 0.67435
C: -1.05264 -1.61422 0.39808
N: -0.84392 0.24493 1.91088
N: -2.84444 0.06448 0.71524
H: 2.32001 1.80372 0.30913
H: 0.71121 2.49696 0.79276
H: 0.71204 -0.84061 -1.82047
H: 1.70870 0.49654 -2.37381
H: 3.03587 -1.45056 -1.49586
H: 2.34503 -1.17134 0.11096
H: 3.38572 0.04330 -0.62714
H: -1.31258 1.77775 -0.41619
H: -1.23280 0.38828 -1.53522
H: 0.02635 -1.73349 0.36658
H: -1.47157 -1.94716 -0.55117
H: -1.44671 -2.24175 1.19777
H: -1.26119 1.11200 2.23141
H: 0.17647 0.46273 1.78485
H: -3.32055 -0.34519 -0.07782
H: -3.23937 -0.06931 1.63793

Computed properties:
Total charge: 0
HOMO energy in eV: -8.57
Electronic energy in eV: -10498.1396
Orbital gap in eV: 9.594
Structure (SMILES): C=C(CC)CC(C)(N)N
Energy above the lowest of the compared OMol25 structures with the same formula, charge and spin in kcal per mole: 25.78
LUMO energy in eV: 1.03

The following is a DFT calculation (the ωB97M-V functional and the def2-TZVPD basis) of a 2-piece molecular cluster, C7H16N2O overall in a non-equilibrium geometry.

Positions of all 26 atoms, in Å:
C: 1.30257 -0.20060 1.83024
C: 0.19712 0.21261 1.17362
N: -0.96897 -0.61897 0.71927
C: -0.85133 -2.07363 0.80914
C: -2.33034 -0.15750 1.00645
H: 1.92960 0.52881 2.32650
H: 1.72578 -1.18751 1.69796
H: -0.15343 1.22377 1.36849
H: 0.13824 -2.48525 1.01400
H: -1.43490 -2.48358 1.63869
H: -1.16547 -2.55340 -0.12119
H: -2.68140 -0.49673 1.98392
H: -2.98882 -0.59810 0.25130
H: -2.39947 0.92799 0.91308
C: 1.59985 -0.27248 -1.48843
N: 0.67571 0.75110 -1.01176
C: 1.19069 2.11215 -1.11505
C: -0.76550 0.54954 -1.34369
O: -1.51113 1.50614 -1.54853
H: 1.74053 -0.16612 -2.56612
H: 1.16739 -1.26010 -1.31916
H: 2.54549 -0.18551 -0.94902
H: 1.50124 2.32412 -2.14017
H: 2.05617 2.20381 -0.45395
H: 0.41099 2.82347 -0.83895
H: -0.93060 -0.42402 -1.83662

Computed properties:
Total charge: 0
HOMO energy in eV: -8.02
Electronic energy in eV: -12543.5705
Orbital gap in eV: 8.857
Structure (SMILES): C=CN(C)C.CN(C)C=O
Energy above the lowest of the compared OMol25 structures with the same formula, charge and spin in kcal per mole: 85.42
LUMO energy in eV: 0.84